# 1
Density functional theory data (wB97M-V/def2-TZVPD) for C26H23CoO as an isolated structure.

Values from the calculation:
E in a.u.: -2462.283822
Maximum force in Eh/bohr: 0.1314
Highest occupied orbital energy (alpha / beta) in eV: -2.8109 / -2.8904
Lowest unoccupied orbital energy (alpha / beta) in eV: 2.83 / 2.16
Charge: -1
Energy above the lowest of the compared OMol25 structures with the same formula, charge and spin in kcal/mol: 0.0
Multiplicity: 4
Gap between HOMO and LUMO (alpha / beta) in eV: 5.64 / 5.05

XYZ file:
```
51
Properties=species:S:1:pos:R:3:lowdin_charge:R:1
C -0.811 0.275 1.957 -0.2868
C 0.248 1.083 1.286 -0.1287
C -0.393 2.096 0.524 -0.1434
H 1.238 1.172 1.719 0.1101
C -1.743 1.574 0.235 -0.1729
C -1.816 0.298 0.846 -0.1484
H -2.670 -0.365 0.855 0.1127
H -1.199 0.765 2.847 0.1326
H -0.017 3.075 0.232 0.1017
H -2.525 2.049 -0.338 0.0956
C 2.135 -1.373 -0.050 -0.1138
C 1.785 -1.746 1.215 -0.0761
C 0.261 -1.891 1.332 -0.2330
H 2.450 -1.938 2.067 0.0883
C -0.235 -1.447 -0.067 -0.1868
C 0.962 -1.259 -0.889 -0.1560
H 0.951 -1.221 -1.986 0.0960
H 3.140 -1.161 -0.417 0.0943
H 0.065 -2.959 1.534 0.1460
H -1.115 -2.038 -0.419 0.1142
Co -0.377 0.465 -0.630 0.3761
O 0.199 1.142 -2.098 -0.2887
C 0.750 2.313 -2.555 -0.3183
C -0.414 2.501 -3.468 -0.0301
H 0.744 3.100 -1.808 0.0872
H 1.648 2.225 -3.160 0.0981
H -1.362 3.004 -3.143 0.1097
H -1.992 3.473 -5.594 0.0924
C -1.153 2.842 -5.905 -0.0721
C -0.335 2.172 -4.912 -0.2009
C 0.726 1.382 -5.492 -0.0536
H 1.361 0.868 -4.766 0.0967
C 0.950 1.298 -6.876 -0.1161
H 1.780 0.676 -7.241 0.0930
C 0.133 2.006 -7.774 -0.1455
H 0.309 1.899 -8.845 0.0810
C -0.948 2.759 -7.286 -0.1300
H -1.590 3.277 -8.013 0.0916
C -0.346 -1.101 2.477 -0.1797
C -0.465 -1.465 3.651 0.1067
C -0.257 -2.088 4.930 -0.1868
C 1.078 -2.276 5.468 -0.0490
C 1.261 -2.797 6.737 -0.1139
C 0.128 -3.153 7.525 -0.1132
C -1.193 -2.993 7.020 -0.1176
C -1.391 -2.457 5.757 -0.0567
H 1.921 -1.980 4.837 0.1038
H 2.288 -2.932 7.130 0.1012
H 0.288 -3.557 8.532 0.0852
H -2.050 -3.291 7.653 0.0989
H -2.401 -2.302 5.366 0.1053
```

***

# 2
Density functional theory data (wB97M-V/def2-TZVPD) for C26H23F5MoN2OS3 as an isolated structure.

Values from the calculation:
E in a.u.: -2951.340523
Maximum force in Eh/bohr: 0.0194
Highest occupied orbital energy (alpha / beta) in eV: -8.4692 / -8.4689
Lowest unoccupied orbital energy (alpha / beta) in eV: -1.34 / -1.34
Energy above the lowest of the compared OMol25 structures with the same formula, charge and spin in kcal/mol: 36.1
Gap between HOMO and LUMO (alpha / beta) in eV: 7.13 / 7.13

XYZ file:
```
61
Properties=species:S:1:pos:R:3:lowdin_charge:R:1
Mo -0.604 -0.954 0.097 1.2707
C 1.444 -0.728 2.341 -0.0261
C 0.727 0.142 1.323 -0.4457
N 1.161 0.045 0.037 -0.1883
N 1.354 1.093 -0.834 -0.0159
C 0.948 0.773 -2.003 -1.0636
S -0.021 -0.703 -2.203 0.5669
S 1.235 1.690 -3.449 0.9189
C 2.434 2.920 -2.865 -0.4172
C 3.864 2.465 -2.675 -0.2784
C 4.265 1.140 -2.741 -0.0620
C 5.592 0.793 -2.531 -0.0793
C 6.535 1.769 -2.255 -0.0959
C 6.143 3.097 -2.189 -0.0879
C 4.818 3.439 -2.396 -0.0541
C -0.148 1.175 1.950 -0.1539
C 0.163 2.464 2.331 -0.0170
C -0.782 3.216 3.019 -0.0791
C -2.017 2.666 3.337 -0.0654
C -2.345 1.371 2.955 -0.0059
C -1.411 0.633 2.248 -0.3464
O -1.670 -0.596 1.733 -0.2843
H 2.052 -1.485 1.846 0.0743
H 0.733 -1.196 3.024 0.0895
H 2.108 -0.095 2.935 0.0930
H 2.051 3.322 -1.928 0.0815
H 2.386 3.721 -3.607 0.0826
H 3.542 0.370 -2.959 0.0869
H 5.886 -0.246 -2.586 0.1023
H 7.569 1.498 -2.093 0.0995
H 6.872 3.867 -1.976 0.1013
H 4.520 4.478 -2.342 0.1133
H 1.131 2.878 2.091 0.1180
H -0.553 4.230 3.310 0.1010
H -2.741 3.257 3.877 0.1069
H -3.307 0.934 3.187 0.1186
F -7.210 0.340 2.377 0.1344
C -6.100 0.331 1.647 -0.1366
C -5.473 -0.874 1.348 -0.1388
F -5.993 -2.017 1.791 0.1274
C -4.323 -0.875 0.581 -0.2455
F -3.763 -2.052 0.292 0.0797
C -3.753 0.304 0.112 -0.4827
S -2.344 0.307 -0.946 0.6947
C -4.400 1.495 0.424 -0.2519
F -3.893 2.654 0.010 0.0990
C -5.563 1.519 1.178 -0.1495
F -6.156 2.674 1.470 0.1278
C 0.840 -4.955 -0.817 -0.0821
C -0.375 -4.044 -0.965 -0.5038
C -1.673 -4.847 -0.988 -0.0803
C -0.422 -3.006 0.153 -0.2680
H 0.857 -5.699 -1.613 0.0790
H 0.808 -5.478 0.140 0.0836
H 1.768 -4.384 -0.866 0.0774
H -0.285 -3.517 -1.924 0.0894
H -1.780 -5.425 -0.069 0.0840
H -1.685 -5.541 -1.827 0.0799
H -2.535 -4.190 -1.077 0.0710
H 0.598 -2.846 0.585 0.0661
H -1.082 -3.316 0.977 0.0870
```

***

# 3
Density functional theory data (wB97M-V/def2-TZVPD) for C26H23GaN4OPS as an isolated structure.

Values from the calculation:
E in a.u.: -3963.064593
Maximum force in Eh/bohr: 0.0275
Highest occupied orbital energy in eV: -10.6816
Lowest unoccupied orbital energy in eV: -2.57
Charge: +1
Gap between HOMO and LUMO in eV: 8.11

XYZ file:
```
57
Properties=species:S:1:pos:R:3:lowdin_charge:R:1
Ga 0.014 1.309 -0.472 0.2803
N 3.386 3.897 -0.012 0.0904
C 2.194 3.353 -0.295 -0.8069
S 2.250 1.725 -0.981 0.8086
N 1.116 4.018 -0.068 0.0016
N -0.057 3.388 -0.302 -0.0948
C -1.092 4.130 -0.537 -0.0242
C -2.389 3.637 -0.842 -0.1465
C -3.386 4.589 -1.127 -0.0291
C -4.662 4.204 -1.450 -0.0766
C -4.973 2.847 -1.471 -0.0561
C -4.012 1.891 -1.214 -0.0024
C -2.696 2.256 -0.918 -0.2873
O -1.793 1.291 -0.700 -0.1214
H 4.219 3.444 -0.345 0.0898
H 3.421 4.886 0.173 0.1122
H -0.951 5.212 -0.511 0.1432
H -3.118 5.636 -1.106 0.1164
H -5.412 4.945 -1.676 0.1086
H -5.984 2.543 -1.694 0.1114
H -4.267 0.843 -1.238 0.1175
N 0.066 1.247 1.754 0.0770
C 0.110 -0.030 2.437 -0.2817
C 0.050 -0.053 3.824 -0.0153
C 0.053 -1.258 4.504 -0.0472
C 0.110 -2.449 3.798 -0.0509
C 0.188 -2.433 2.418 -0.0532
C 0.200 -1.225 1.720 -0.2843
P 0.276 -1.193 -0.101 1.1054
C -0.439 -2.788 -0.621 -0.3515
C 0.370 -3.849 -1.021 -0.0802
C -0.209 -5.043 -1.414 -0.0598
C -1.587 -5.185 -1.411 -0.0593
C -2.391 -4.134 -0.998 -0.0634
C -1.823 -2.935 -0.606 -0.0817
C 2.027 -1.307 -0.553 -0.4630
C 2.284 -1.317 -1.925 -0.1556
C 3.585 -1.237 -2.382 -0.0740
C 4.626 -1.119 -1.474 -0.0674
C 4.370 -1.111 -0.115 -0.0730
C 3.071 -1.202 0.356 -0.1003
H 0.851 1.830 2.058 0.1250
H -0.776 1.747 2.055 0.1316
H 0.001 0.877 4.373 0.1225
H 0.007 -1.266 5.581 0.1156
H 0.090 -3.390 4.324 0.1154
H 0.234 -3.363 1.870 0.1134
H 1.445 -3.749 -1.027 0.1065
H 0.422 -5.862 -1.725 0.1127
H -2.032 -6.115 -1.731 0.1122
H -3.464 -4.250 -0.986 0.1110
H -2.445 -2.107 -0.294 0.1098
H 1.454 -1.357 -2.626 0.1220
H 3.786 -1.245 -3.443 0.1148
H 5.637 -1.007 -1.835 0.1115
H 5.182 -1.013 0.586 0.1108
H 2.866 -1.152 1.416 0.1101
```

***

# 4
Density functional theory data (wB97M-V/def2-TZVPD) for one molecule with the formula C26H23N3O4S.

Values from the calculation:
E in a.u.: -1868.055526
Maximum force in Eh/bohr: 0.0165
Highest occupied orbital energy in eV: -7.8666
Lowest unoccupied orbital energy in eV: 0.17
Energy above the lowest of the compared OMol25 structures with the same formula, charge and spin in kcal/mol: 0.0
SMILES string: CCOC(=O)c1c(C)nc2sc3c(c2c1-c1ccc(OC)cc1)N[C@H](c1ccccc1)NC3=O
Gap between HOMO and LUMO in eV: 8.04

XYZ file:
```
57
Properties=species:S:1:pos:R:3:lowdin_charge:R:1
C 3.770 4.487 -0.544 -0.0575
C 2.901 3.387 -1.137 -0.2087
O 2.216 2.655 -0.121 -0.0016
C 1.074 3.178 0.340 -0.4500
O 0.614 4.227 -0.035 0.1258
C 0.451 2.289 1.357 -0.0056
C -0.033 2.822 2.575 -0.2488
C 0.136 4.264 2.919 -0.0130
N -0.649 2.075 3.468 0.1140
C -0.805 0.789 3.216 -0.5078
S -1.689 -0.270 4.263 1.1292
C -1.424 -1.591 3.154 -0.3712
C -0.680 -1.243 2.054 -0.2167
C -0.317 0.136 2.058 -0.0873
C 0.320 0.929 1.093 -0.0417
C 0.745 0.356 -0.200 -0.2096
C 0.025 0.651 -1.356 -0.0029
C 0.393 0.106 -2.566 0.0113
C 1.502 -0.739 -2.656 -0.2755
O 1.777 -1.223 -3.897 -0.0816
C 2.897 -2.060 -4.063 -0.0859
C 2.230 -1.027 -1.506 -0.0053
C 1.846 -0.485 -0.291 -0.0315
N -0.319 -2.194 1.132 0.1206
C -1.259 -3.295 0.969 -0.2571
C -2.416 -2.830 0.091 -0.1596
C -2.163 -2.591 -1.256 -0.0481
C -3.152 -2.076 -2.074 -0.0824
C -4.404 -1.795 -1.552 -0.0880
C -4.661 -2.032 -0.213 -0.0714
C -3.670 -2.544 0.609 -0.0195
N -1.655 -3.757 2.275 0.1229
C -1.904 -2.951 3.359 -0.5232
O -2.432 -3.383 4.362 0.0576
H 3.145 5.224 -0.046 0.0754
H 4.467 4.067 0.178 0.0791
H 4.330 4.977 -1.335 0.0777
H 3.505 2.642 -1.660 0.1244
H 2.163 3.816 -1.822 0.1249
H 1.193 4.514 2.991 0.0920
H -0.301 4.888 2.142 0.0811
H -0.348 4.462 3.870 0.0823
H -0.832 1.307 -1.297 0.1346
H -0.160 0.324 -3.465 0.1222
H 2.924 -2.306 -5.123 0.0946
H 2.801 -2.982 -3.481 0.0957
H 3.825 -1.549 -3.787 0.0964
H 3.097 -1.667 -1.541 0.1063
H 2.417 -0.710 0.598 0.1341
H 0.056 -1.834 0.264 0.1008
H -0.722 -4.110 0.462 0.1587
H -1.185 -2.808 -1.664 0.1111
H -2.944 -1.895 -3.117 0.1026
H -5.177 -1.393 -2.189 0.1016
H -5.635 -1.813 0.199 0.1052
H -3.879 -2.721 1.653 0.1132
H -2.009 -4.699 2.344 0.1563
```